[1]
Computed, not measured: a molecular structure, C17H34O2P2Sr in a non-equilibrium geometry, with ωB97M-V/def2-TZVPD.

Structure (ORCA input):
```
! wB97M-V def2-TZVPD RIJCOSX def2/J DEFGRID3
* xyz 0 1
P 0.1436 -1.4234 -1.7825
P -0.0647 1.7020 -1.8428
C -0.1524 -0.6034 -3.4367
C 0.3080 0.8584 -3.4510
H -1.2333 -0.6771 -3.6454
H 0.3826 -1.1728 -4.2132
H 1.3946 0.9454 -3.5991
H -0.1725 1.4281 -4.2598
C -1.6836 2.4516 -2.2150
H -1.9635 3.0983 -1.3716
H -2.4472 1.6746 -2.3435
H -1.5978 3.0530 -3.1339
C 0.9667 3.2061 -1.8242
H 0.8282 3.7610 -2.7650
H 2.0247 2.9431 -1.6920
H 0.6454 3.8307 -0.9768
C -0.8595 -2.9319 -1.9371
H -0.5967 -3.6173 -1.1207
H -0.6377 -3.4012 -2.9070
H -1.9254 -2.6808 -1.8713
C 1.7796 -2.1639 -2.1119
H 2.5652 -1.3995 -2.1181
H 1.7389 -2.6708 -3.0859
H 1.9925 -2.8975 -1.3240
Sr 0.3060 0.2338 0.7521
C 0.5592 1.7420 -7.0951
C -0.7567 1.7868 -6.8466
C -1.8389 1.0115 -7.5400
C -1.4255 -0.3412 -8.1671
C -0.7386 -1.2888 -7.2264
C 0.5669 -1.3530 -6.9366
C 1.6724 -0.5297 -7.5301
C 1.2766 0.8626 -8.0773
C 0.0521 -2.1575 1.8298
H 1.2204 2.4526 -6.5839
H -1.1372 2.5365 -6.1432
H -2.2959 1.6220 -8.3390
H -2.6456 0.8350 -6.8111
H -2.3549 -0.8317 -8.5024
H -0.8337 -0.1589 -9.0706
H -1.4161 -2.0336 -6.7904
H 0.9216 -2.1519 -6.2746
H 2.1629 -1.0821 -8.3514
H 2.4493 -0.4039 -6.7594
H 2.2150 1.3746 -8.3491
H 0.7129 0.7420 -9.0088
H 0.7249 -2.0175 2.7027
H 0.3210 -3.0533 1.2569
H -1.0062 -2.2022 2.1495
C 0.5304 1.3678 3.8373
C -0.4662 2.3094 3.1873
O -0.8945 3.3095 3.7531
O -0.7874 1.9035 1.9653
H 0.7658 1.6865 4.8527
H 1.4856 1.3494 3.2766
H 0.1236 0.3437 3.8976
*
```

For the frontier orbital gap, the calculation gives 0.2302 Eh. The value obtained for the molar mass is 420.0 g mol⁻¹. The value obtained for the largest force on an atom is 1.53 eV/A. For the LUMO energy, the calculation gives -0.37 eV. Its energy relative to the best compared isomer or geometry (same formula, charge and spin) is 0.0 kJ/mol.

Mulliken atomic charge list, values in e, 8 entries:
1. P 0.545
2. P 0.525
3. C -0.238
4. C -0.078
5. H 0.434
6. H -0.281
7. H 0.391
8. H -0.451

=====

[2]
Computed, not measured: 2 unconnected molecules or ions with the total composition C2H2F2S in a non-equilibrium geometry, with ωB97M-V/def2-TZVPD.

Structure (ORCA input):
```
! wB97M-V def2-TZVPD RIJCOSX def2/J DEFGRID3
* xyz 0 3
C -0.7887 0.4492 0.0532
C 0.2204 -0.3983 -0.3194
F -0.6991 1.8028 -0.2343
F 0.1035 -1.6782 -0.0914
S -2.2907 -0.0509 0.6981
H 2.2835 0.0140 0.6758
H 1.1711 -0.1386 -0.7821
*
```

Its expectation value of S² is 2.027. For the frontier orbital gap (alpha / beta), the calculation gives 0.3764 / 0.2586 Eh. The value obtained for the molar mass is 96.1 g mol⁻¹. The value obtained for the largest force on an atom is 1.85 eV/A. For the LUMO energy (alpha / beta), the calculation gives 0.89 / -2.60 eV. Its energy relative to the best compared isomer or geometry (same formula, charge and spin) is 0.0 kJ/mol.

Per-atom Mulliken charges, elementary charge units:
1. C 0.095
2. C -0.276
3. F -0.237
4. F -0.191
5. S -0.120
6. H 0.080
7. H 0.649

=====

Question: Which formula does entry 2 have?
Answer: C2H2F2S

=====

Question: Number 2 is which compound?
Answer: C2H2F2S